Computed, not measured: a molecular structure, C32H29ClN4OS4W in a non-equilibrium geometry, with wB97M-V/def2-TZVPD.

## Properties
- Energy above the lowest of the compared OMol25 structures with the same formula, charge and spin: 24.2 kcal/mol
- E_LUMO (alpha / beta): 4.2 / 4.2 eV
- <S²>: 2.060
- Frontier orbital gap (alpha / beta): 4.869 / 5.308 eV
- 2S+1: 3
- Molecular weight: 833.2 g/mol
- Max |F|: 1.21 eV/Å
- Net charge: -2

Geometry (Å):
W: -0.001 -1.306 0.451
Cl: -7.037 -1.917 2.461
C: -5.407 -1.381 2.099
C: -4.788 -0.458 2.941
C: -3.512 -0.026 2.668
C: -2.785 -0.528 1.561
O: -1.580 -0.138 1.337
C: -3.463 -1.429 0.694
C: -2.884 -1.725 -0.590
N: -1.672 -1.445 -0.926
C: -1.310 -1.352 -2.306
C: -2.156 -1.648 -3.357
C: -1.724 -1.486 -4.671
C: -0.495 -0.928 -4.925
C: 0.383 -0.506 -3.899
C: 1.435 0.363 -4.277
C: 2.298 1.120 -3.453
C: 2.609 0.804 -2.175
N: 0.789 -0.710 -1.455
C: 0.017 -0.854 -2.532
C: -4.765 -1.846 0.976
H: -5.319 -0.089 3.810
H: -3.010 0.682 3.315
H: -3.569 -2.117 -1.337
H: -3.152 -2.033 -3.187
H: -2.380 -1.758 -5.490
H: -0.202 -0.725 -5.950
H: 1.442 0.611 -5.335
H: 2.719 2.021 -3.894
H: 3.171 1.486 -1.548
H: -5.268 -2.532 0.305
C: -0.743 2.477 -2.194
C: -1.044 1.910 -0.808
C: -0.221 2.530 0.295
C: -0.408 3.895 0.503
C: 0.291 4.614 1.452
C: 1.249 3.943 2.199
C: 1.478 2.588 2.032
C: 2.627 1.958 2.787
C: 3.774 1.534 1.867
C: 0.698 1.825 1.110
N: 0.949 0.463 1.048
C: 0.864 -0.349 2.191
C: 1.963 -1.320 2.313
C: 2.765 -1.965 3.231
C: 3.364 -3.035 2.507
C: 2.861 -3.001 1.222
N: 2.016 -1.939 1.095
H: -1.358 1.979 -2.949
H: 0.303 2.311 -2.455
H: -0.937 3.552 -2.249
H: -0.884 0.842 -0.833
H: -2.105 2.054 -0.573
H: -1.151 4.401 -0.107
H: 0.109 5.673 1.598
H: 1.852 4.485 2.922
H: 2.303 1.089 3.359
H: 2.999 2.690 3.512
H: 3.443 0.744 1.194
H: 4.615 1.146 2.448
H: 4.122 2.384 1.272
H: 0.242 -0.023 3.018
H: 2.878 -1.726 4.278
H: 4.091 -3.743 2.880
H: 3.059 -3.657 0.388
S: -0.852 -2.849 2.211
S: -1.600 -4.512 1.242
S: 0.121 -5.095 0.279
S: 0.382 -3.461 -0.948
C: 2.229 -0.535 -1.638
H: 2.577 -1.313 -2.333
H: 2.695 -0.715 -0.676